Below is C20H16FN3O2S in the gas phase in a non-equilibrium geometry, with properties calculated with ωB97M-V with the def2-TZVPD basis set.

Geometry as XYZ:
```
43
C20H16FN3O2S | OMol25 | ωB97M-V with the def2-TZVPD basis set
C -3.24 -0.17 1.87
N -3.73 -0.88 0.72
C -5.18 -1.02 0.64
C -5.80 0.27 0.23
N -5.98 1.27 1.02
C -6.49 2.34 0.37
C -6.70 2.16 -0.96
S -6.24 0.58 -1.44
C -3.00 -1.23 -0.37
O -3.51 -1.65 -1.39
C -1.51 -1.12 -0.24
C -0.83 -1.81 0.77
C 0.55 -1.80 0.86
C 1.24 -1.06 -0.09
N 2.59 -0.85 -0.27
C 2.67 -0.09 -1.31
C 3.92 0.42 -1.93
C 5.03 0.44 -0.92
C 6.10 -0.43 -0.97
C 7.09 -0.40 -0.01
C 7.03 0.52 1.03
C 5.97 1.40 1.11
C 4.99 1.35 0.14
F 3.95 2.22 0.21
O 1.48 0.24 -1.88
C 0.55 -0.38 -1.10
C -0.83 -0.40 -1.21
H -2.22 0.19 1.69
H -3.89 0.69 2.06
H -3.24 -0.81 2.75
H -5.39 -1.80 -0.10
H -5.55 -1.32 1.63
H -6.70 3.24 0.92
H -7.10 2.85 -1.68
H -1.41 -2.39 1.48
H 1.07 -2.34 1.63
H 3.72 1.43 -2.31
H 4.19 -0.21 -2.78
H 6.15 -1.15 -1.78
H 7.92 -1.09 -0.07
H 7.80 0.54 1.78
H 5.89 2.12 1.90
H -1.35 0.11 -2.00
```

frontier orbital gap	9.5	eV
lowest unoccupied orbital energy	0.71	eV